This record from OMol25 describes an isolated molecule of C22H18N2O3. The level of theory is ωB97M-V/def2-TZVPD.

Atoms and positions in Å:
C (-4.8816, 0.0192, -2.0925)
N (-4.6650, 0.0829, -0.5938)
C (-5.7982, -0.2284, 0.2553)
C (-3.3762, -0.2019, -0.0704)
C (-3.1377, -1.4350, 0.5160)
C (-1.8466, -1.7260, 1.1611)
C (-0.8550, -0.7983, 0.9621)
N (0.4149, -1.1620, 1.4124)
C (1.3726, -0.2352, 1.6541)
C (1.5092, 0.1787, 2.9824)
C (2.5175, 1.0741, 3.5021)
C (3.5948, 1.4946, 2.6629)
O (4.5475, 2.3423, 3.1476)
C (3.4571, 1.0474, 1.2930)
C (4.3891, 1.6182, 0.3538)
C (4.2368, 1.3086, -1.0233)
C (3.2967, 0.4717, -1.4520)
C (2.4694, -0.2665, -0.5745)
C (2.3927, 0.2257, 0.7983)
C (1.7010, -1.4529, -1.1520)
O (1.4517, -2.4737, -0.5660)
C (1.3411, -1.3525, -2.6194)
O (0.5503, -2.0649, -3.1471)
C (2.0176, -0.4162, -3.4644)
C (3.0574, 0.3387, -2.9049)
C (-1.0394, 0.3475, 0.2354)
C (-2.3430, 0.7929, -0.1850)
H (-5.9124, -0.2540, -2.2251)
H (-4.5263, 0.9965, -2.5219)
H (-4.3176, -0.8394, -2.5574)
H (-6.1105, -1.2962, 0.0867)
H (-5.4286, -0.2351, 1.3160)
H (-6.5873, 0.4544, 0.1348)
H (-3.9197, -2.1830, 0.5468)
H (-1.6932, -2.6487, 1.6864)
H (0.8089, -2.0862, 0.9941)
H (0.7432, -0.0920, 3.7026)
H (2.4485, 1.4631, 4.5090)
H (5.3121, 1.8907, 3.3371)
H (5.1921, 2.3152, 0.5849)
H (4.8695, 1.8812, -1.7421)
H (1.8798, -0.3927, -4.5504)
H (3.6877, 0.8653, -3.6316)
H (-0.1723, 0.9784, 0.0379)
H (-2.6487, 1.6537, -0.7991)

Properties
- SMILES: CN(C)c1ccc(Nc2ccc(O)c3ccc4c(c23)C(=O)C(=O)C=C4)cc1
- HOMO-LUMO gap: 5.79 eV
- Energy above the lowest of the compared OMol25 structures with the same formula, charge and spin: 5.9670 eV
- HOMO level: -7.43 eV
- Max |F|: 5.2 eV/A

***

This record from OMol25 describes an isolated molecule of C4H6N2O3. The level of theory is ωB97M-V/def2-TZVPD.

Atoms and positions in Å:
H (-0.1310, -2.5996, 1.8143)
N (0.6166, -2.3703, 1.2568)
C (0.4800, -1.3400, 0.5923)
O (-0.4734, -0.4406, 0.8580)
C (-0.2823, 0.5266, -0.0379)
C (-1.1484, 1.7950, 0.2776)
O (-1.4204, 2.4525, -0.9655)
C (0.6992, 0.2837, -0.8969)
N (1.3771, -0.7014, -0.2346)
O (2.1162, -1.5938, -0.9862)
H (-2.1536, 1.3327, 0.6980)
H (-0.8405, 2.2836, 1.1374)
H (-2.2916, 1.9305, -1.3774)
H (0.9161, 0.7775, -1.8515)
H (2.5358, -2.3364, -0.2845)

Properties
- SMILES: [H]/N=c1\oc(CO)cn1O
- HOMO-LUMO gap: 8.48 eV
- Energy above the lowest of the compared OMol25 structures with the same formula, charge and spin: 5.8282 eV
- HOMO level: -7.98 eV
- Max |F|: 6.5 eV/A

***

This record from OMol25 describes an isolated molecule of C3H5N2OP. The level of theory is ωB97M-V/def2-TZVPD.

Atoms and positions in Å:
H (0.4678, 1.1548, 3.5175)
N (1.3231, 0.8032, 3.2753)
P (1.3915, -0.2719, 2.2159)
N (-0.3816, -0.0635, 1.4389)
C (-0.1932, -0.4972, 0.1802)
C (0.7643, -0.2211, -0.7497)
C (1.8398, 0.6664, -0.5756)
O (2.1499, 1.2726, 0.4748)
H (-1.2954, -0.4488, 1.6368)
H (-1.1315, -0.9389, -0.2832)
H (0.6171, -0.6589, -1.8474)
H (2.4882, 0.6568, -1.4704)

Properties
- SMILES: [H]/N=P\N/C=C\C=O
- HOMO-LUMO gap: 8.77 eV
- Energy above the lowest of the compared OMol25 structures with the same formula, charge and spin: 2.8434 eV
- HOMO level: -9.00 eV
- Max |F|: 3.8 eV/A

***

This record from OMol25 describes an isolated molecule of HIN4. The level of theory is ωB97M-V/def2-TZVPD.

Atoms and positions in Å:
H (0.5339, -0.2315, -0.0893)
N (-0.1494, 0.2058, 0.5279)
N (-1.2738, 0.3039, 0.1230)
N (-2.4146, 0.3421, 0.2469)
N (-3.8519, 1.0921, -0.1948)
I (-5.3908, -0.1017, -0.1009)

Properties
- SMILES: [H]/N=N/N=N/I
- HOMO-LUMO gap (spin up / spin down): 7.40 / 7.40 eV
- Energy above the lowest of the compared OMol25 structures with the same formula, charge and spin: 5.6003 eV
- HOMO level (spin up / spin down): -8.10 / -8.10 eV
- Max |F|: 3.6 eV/A

***

This record from OMol25 describes a structure of composition C4H9AgO3. The level of theory is ωB97M-V/def2-TZVPD.

Atoms and positions in Å:
H (1.4008, 0.1465, 1.0214)
C (-0.9748, -1.0295, -2.4872)
O (-0.2224, -0.3572, -1.4914)
C (0.8278, -1.0915, -0.9042)
C (1.8739, -0.2243, -0.4043)
H (-1.7757, -0.3438, -2.7857)
H (-0.3206, -1.2886, -3.3312)
H (-1.4321, -1.9496, -2.0935)
H (1.1477, -1.9029, -1.5715)
H (0.1394, -1.3899, 0.4339)
H (1.8175, 0.8220, -0.7262)
H (2.8462, -0.7213, -0.3472)
O (-0.6630, -0.6457, 1.6145)
C (0.0794, 0.3164, 2.2208)
O (-0.4520, 1.4925, 2.1088)
Ag (-1.4124, 1.1049, 0.0527)
H (0.3146, 0.0121, 3.2640)

Properties
- HOMO-LUMO gap: 7.39 eV
- Energy above the lowest of the compared OMol25 structures with the same formula, charge and spin: 4.9968 eV
- HOMO level: -8.05 eV
- Max |F|: 6.8 eV/A

***

This record from OMol25 describes a structure of composition C17H17NO6S2. The level of theory is ωB97M-V/def2-TZVPD.

Atoms and positions in Å:
O (-0.7444, -1.3004, -2.7191)
C (-1.8464, -1.2303, -3.3019)
C (-2.4572, -2.4033, -4.0477)
C (-1.7895, -3.4785, -4.0723)
C (-2.2863, -4.3815, -4.8482)
C (-3.6003, -4.2981, -5.2687)
C (-4.3471, -3.0434, -5.1268)
C (-3.5476, -2.1053, -4.6257)
H (-4.0788, -1.1584, -4.5541)
H (-5.1989, -3.0304, -5.7990)
H (-3.9149, -5.3761, -5.7420)
H (-1.6493, -5.5248, -4.6888)
H (-0.8040, -3.4179, -3.6424)
C (-2.5846, 0.0208, -2.9386)
H (-2.6415, 0.6626, -3.9905)
H (-3.6027, -0.0888, -2.3665)
O (-1.9508, 1.1305, -2.2019)
C (-1.7517, 0.6816, -0.8183)
O (-2.2526, -0.4184, -0.4595)
C (-0.7948, 1.4446, -0.0772)
C (-0.2930, 1.4694, 1.1207)
C (0.5575, 2.3377, 1.6791)
C (0.9650, 3.0486, 0.4766)
S (0.0551, 2.6811, -0.8581)
H (1.9336, 3.8299, 0.3208)
S (1.2937, 2.5277, 3.0211)
O (1.6110, 4.1188, 3.2005)
O (0.5186, 1.8063, 4.0439)
N (2.6710, 1.7635, 2.9514)
C (2.5052, 0.2912, 3.0357)
H (1.6865, -0.1162, 2.6457)
C (2.8381, -0.0384, 4.4500)
H (2.7537, -1.2244, 4.6370)
O (3.9203, 0.5400, 5.0151)
C (3.9904, 1.8907, 4.9364)
H (4.9672, 1.9150, 5.4245)
C (4.0506, 2.2482, 3.3379)
H (3.6763, 3.2795, 3.5429)
H (4.8035, 1.8286, 2.9453)
H (3.1930, 2.2051, 5.6532)
H (1.6779, 0.3337, 5.0739)
H (3.2813, -0.2478, 2.7099)
H (-0.8130, 0.8277, 1.9256)

Properties
- HOMO-LUMO gap: 8.17 eV
- Energy above the lowest of the compared OMol25 structures with the same formula, charge and spin: 12.8914 eV
- HOMO level: -8.68 eV
- Max |F|: 14.1 eV/A

***

This record from OMol25 describes a structure of composition C6H21Cs2N4O5. The level of theory is ωB97M-V/def2-TZVPD.

Atoms and positions in Å:
Cs (0.3959, 1.9732, 2.5624)
Cs (-3.3003, 0.8234, -1.3523)
O (-0.3381, 1.1576, -0.3076)
H (-1.1696, 1.1990, 0.1569)
C (0.3134, -2.0906, 0.5323)
O (0.5493, -3.2361, 0.8625)
N (1.2517, -1.0797, 0.4662)
N (-0.9235, -1.6340, 0.0999)
H (2.2096, -1.2733, 0.6888)
H (0.8857, -0.1899, 0.1400)
H (-1.7194, -2.2299, 0.2208)
H (-0.8997, -0.6408, -0.1167)
C (3.2134, 2.5498, -0.0758)
O (3.1948, 2.1092, 1.0860)
N (2.2233, 2.3363, -0.9830)
N (4.3735, 3.1233, -0.5447)
H (2.3711, 2.5316, -1.9564)
H (1.4239, 1.7829, -0.6955)
H (5.0682, 3.2848, 0.1596)
H (4.4306, 3.4708, -1.4828)
C (0.4454, -1.8194, -3.4641)
C (0.6650, -0.3304, -3.3225)
O (-0.5161, 0.3415, -2.8957)
H (1.2782, -2.2848, -3.9942)
H (-0.4745, -2.0282, -4.0107)
H (0.3839, -2.3146, -2.4917)
H (0.9653, 0.0943, -4.2866)
H (1.5007, -0.1442, -2.6392)
H (-0.3890, 0.6809, -1.9826)
C (-2.8190, -1.6074, 3.6428)
C (-3.4397, -0.3351, 3.1406)
O (-2.3986, 0.6638, 3.0945)
H (-3.4512, -2.4829, 3.5006)
H (-2.5027, -1.5412, 4.6800)
H (-1.9370, -1.8194, 3.0239)
H (-4.2478, 0.0355, 3.7758)
H (-3.8569, -0.5016, 2.1388)
H (-2.7597, 1.4254, 2.6293)

Properties
- HOMO-LUMO gap: 8.34 eV
- Energy above the lowest of the compared OMol25 structures with the same formula, charge and spin: 0.0000 eV
- HOMO level: -11.90 eV
- Total charge: +1
- Max |F|: 1.8 eV/A